A structure of composition C17H45O16S5Zn at a distorted geometry, computed with wB97M-V/def2-TZVPD.

Each line ends with the Löwdin charge.
Cartesian coordinates (Å):
H 32.388 -23.147 2.859  0.08
O 29.466 -27.958 -5.014  -0.27
C 31.445 -23.692 2.915  -0.06
H 29.413 -30.894 -6.462  0.10
C 29.536 -30.220 -5.615  -0.08
S 30.185 -26.484 -5.023  0.76
O 28.074 -24.588 -2.216  -0.35
O 30.278 -26.531 1.254  -0.26
H 29.463 -29.100 -2.709  0.06
H 32.107 -21.339 -0.850  0.07
H 30.230 -23.778 -7.389  0.06
C 27.237 -23.227 -7.840  -0.27
C 33.407 -23.033 -4.982  -0.08
H 26.131 -24.306 -4.078  0.05
O 27.611 -23.449 -6.509  -0.29
C 32.500 -26.215 -0.422  -0.06
C 25.524 -24.813 -3.326  -0.05
H 29.475 -23.396 2.844  0.12
C 30.310 -22.835 2.425  -0.26
Zn 29.820 -23.950 -2.651  0.56
H 30.116 -21.991 -7.686  0.08
O 30.179 -22.900 0.986  -0.29
H 28.613 -27.661 -0.257  0.09
H 28.593 -30.219 -5.068  0.09
H 24.137 -24.109 -0.761  0.11
H 31.224 -19.854 -0.501  0.08
O 28.808 -20.837 0.590  -0.26
H 25.053 -24.899 0.495  0.12
H 32.959 -27.174 -0.187  0.07
H 34.461 -23.168 -5.221  0.07
H 25.899 -24.420 -8.998  0.08
C 31.994 -26.963 -4.883  -0.05
C 31.392 -20.878 -0.169  -0.07
H 27.330 -25.274 -8.553  0.08
C 28.634 -28.931 -2.022  -0.03
O 30.028 -25.937 -6.369  -0.29
H 25.244 -25.787 -3.724  0.08
H 32.230 -27.231 -5.912  0.06
H 26.602 -22.348 -7.951  0.13
H 32.707 -23.636 -5.560  0.04
C 25.013 -24.001 -0.121  -0.28
O 29.755 -25.765 -3.774  -0.33
S 28.862 -22.622 -5.797  0.75
H 33.060 -22.012 -5.150  0.06
H 25.586 -22.929 1.601  0.08
C 29.305 -28.365 -0.722  -0.25
O 30.407 -27.547 -1.058  -0.27
H 32.818 -26.000 -1.443  0.06
H 23.867 -22.631 1.225  0.08
C 33.129 -23.348 -3.468  -0.40
C 26.600 -24.559 -8.175  -0.05
H 29.516 -29.172 -0.021  0.13
H 30.375 -30.464 -4.963  0.09
H 25.080 -21.800 0.323  0.08
O 26.198 -23.675 -0.831  -0.24
H 27.963 -28.177 -2.431  0.06
O 30.105 -25.062 -0.836  -0.32
S 26.678 -24.892 -1.858  0.81
C 30.272 -22.780 -6.953  -0.07
O 29.547 -22.452 -1.358  -0.32
H 32.878 -25.350 0.123  0.07
H 32.070 -27.820 -4.215  0.07
H 33.822 -24.172 -3.281  0.07
S 29.785 -21.690 -0.097  0.78
H 31.053 -22.725 -6.195  0.04
C 24.864 -22.754 0.803  -0.04
H 31.438 -24.486 2.169  0.05
H 33.531 -22.546 -2.845  0.08
C 29.810 -28.872 -6.134  -0.26
H 31.266 -23.950 3.958  0.10
H 30.299 -21.851 2.895  0.13
H 29.175 -28.764 -7.013  0.13
H 31.831 -20.978 0.823  0.07
H 28.163 -23.057 -8.390  0.11
H 32.618 -26.153 -4.505  0.06
S 30.653 -26.222 -0.142  0.73
O 31.812 -23.693 -3.034  -0.35
H 30.857 -28.819 -6.429  0.11
O 29.071 -23.143 -4.431  -0.31
H 24.649 -24.188 -3.156  0.07
H 28.096 -29.861 -1.839  0.08
H 26.038 -25.062 -7.389  0.08
O 26.437 -26.206 -1.175  -0.29
O 28.533 -21.184 -5.923  -0.29

LUMO energy	-1.799	eV
ΔE to the lowest compared entry with this formula, charge and spin	182.5	kJ/mol
Kohn-Sham gap	8.58	eV
charge	+1
spin multiplicity	1
max |F|	4.56	eV/A